1.
Density functional theory data (the ωB97M-V functional and the def2-TZVPD basis) for a structure of composition C26H49N4S2SbTl.

The geometry in ORCA input format:
```
! wB97M-V def2-TZVPD RIJCOSX def2/J DEFGRID3
* xyz 3 1
Tl 1.44974 -0.17370 -0.83021
Sb -0.52310 3.72294 2.25470
S -0.38371 2.71167 -0.72400
S -0.70672 -0.63543 -2.93046
N 0.39149 2.65957 -3.21055
N 0.85144 -1.93647 -4.79450
N -1.18920 -1.67087 -5.41141
N 1.09843 4.52938 -1.97809
C -2.58797 1.75895 3.26946
C -1.34694 2.45420 3.82637
C 1.93504 -1.49541 2.06190
C 0.56490 -1.49242 1.81861
C 1.76907 4.61313 3.89119
C 0.84918 -3.07820 -0.00049
C -3.34705 4.79083 -1.53007
C 0.02778 -2.27541 0.79804
C 0.74378 -2.51367 -6.04458
C 0.26244 -3.98194 -1.04477
C 2.22566 -3.05648 0.24628
C 0.45356 3.37530 -2.09696
C -0.33346 -1.42433 -4.40494
C 2.00898 5.20327 -2.90888
C -1.74532 3.62073 4.74850
C -0.53642 -2.34454 -6.42841
C 0.77541 3.01224 -4.57845
C 2.20689 4.67343 1.42127
C -0.44803 1.45656 4.53390
C 2.76374 -2.28192 1.26970
C -5.14507 3.08620 -1.10605
C -5.21646 5.32055 0.07247
C 1.62140 3.85379 2.56677
C -2.60537 -1.33783 -5.41383
C -4.56465 4.39601 -0.84156
C 2.29266 2.48568 2.62582
H -5.90332 3.27886 -1.88709
H 1.03737 4.92774 -1.05594
H 0.53279 2.15358 -5.19914
H -1.02663 0.95909 5.31679
H 2.83374 4.78251 4.07422
H -5.83185 5.95935 -0.58992
H -3.10815 1.24092 4.07909
H 2.34266 6.11590 -2.42375
H -4.51045 6.00492 0.54380
H -2.33224 1.01010 2.51739
H 2.15941 4.11579 0.48443
H -3.15093 5.85971 -1.50905
H 3.82871 -2.30939 1.45820
H 1.93839 1.87710 3.45595
H -0.11122 1.77731 -3.11528
H 0.93029 -4.09168 -1.89943
H -0.89374 4.19322 5.12659
H 1.38274 4.05477 4.74484
H -3.29669 2.46808 2.83423
H 1.51249 5.47774 -3.83457
H 2.15389 1.93043 1.69376
H 0.10788 -4.97891 -0.62834
H 2.87992 -3.68612 -0.34480
H -0.69903 -3.60983 -1.39518
H -1.04536 -2.64262 -7.32742
H 1.83986 3.20681 -4.67080
H 3.36921 2.62655 2.76003
H -4.42948 2.38226 -1.52685
H -2.51824 4.27035 -0.99627
H -1.04521 -2.30253 0.64945
H 3.25823 4.88328 1.63291
H -2.74828 -0.39777 -4.88861
H -5.68766 2.68013 -0.25442
H 0.20823 3.86763 -4.94202
H 1.67366 -1.93413 -4.21706
H -2.93625 -1.24143 -6.44389
H 0.40714 1.92614 5.02018
H 1.29770 5.59948 3.86843
H -0.08772 0.68065 3.85793
H -2.24316 3.19693 5.62638
H -5.88905 4.84725 0.78254
H 2.35172 -0.91498 2.87443
H -3.17529 -2.12068 -4.91630
H 2.88328 4.58947 -3.11702
H -3.29717 4.36822 -2.53529
H -2.46084 4.30902 4.29072
H 1.70716 5.63891 1.30180
H -0.09952 -0.91641 2.45054
H 1.57330 -2.98682 -6.53727
*
```

ΔE to the lowest compared entry with this formula, charge and spin: 0.0 kcal per mole
Energy: -66594.9537 eV

In the Löwdin picture, each atom carries the following charge in e: 0.79 1.57 0.45 0.50 -0.03 0.08 -0.12 -0.01 -0.13 -0.76 -0.12 -0.13 -0.11 -0.34 -0.01 -0.11 -0.03 -0.03 -0.08 -0.78 -0.74 -0.03 -0.14 -0.02 -0.03 -0.14 -0.09 -0.10 0.02 0.02 -0.78 -0.01 -0.21 -0.10 0.16 0.09 0.09 0.11 0.11 0.16 0.10 0.10 0.12 0.08 0.05 0.11 0.12 0.06 0.00 0.08 0.07 0.07 0.07 0.09 0.05 0.10 0.13 0.07 0.14 0.09 0.11 0.11 0.06 0.13 0.11 0.07 0.12 0.10 0.15 0.10 0.08 0.09 0.06 0.12 0.11 0.11 0.11 0.10 0.12 0.07 0.08 0.09 0.13

2.
Density functional theory data (the ωB97M-V functional and the def2-TZVPD basis) for a cluster of 4 separate species, C14H38N2O15P3 in total.

The geometry in ORCA input format:
```
! wB97M-V def2-TZVPD RIJCOSX def2/J DEFGRID3
* xyz -1 1
P -2.67061 6.88243 -3.73424
P -1.77500 -6.76574 -0.72663
P 3.00356 0.51286 4.02038
O -2.61425 5.78752 -4.74529
O 0.72651 3.11280 0.89443
O 3.86169 1.66085 3.12704
O 3.09966 -0.57289 2.99027
O -1.44301 6.86022 -2.68112
O 3.27064 -3.05282 0.55183
O 1.92828 -0.32189 5.05535
O -1.10073 -5.45053 -0.91853
O -2.67333 -6.80239 -2.15045
O -3.15404 -6.65906 0.13376
O 0.14498 2.92273 -1.14317
O -0.92444 -7.29834 0.64909
O -1.91431 8.09255 -4.62662
O -3.73163 6.16482 -2.61938
O 4.21490 0.43008 5.11425
N 0.03097 0.72082 -1.90269
N -0.04222 2.56461 0.18954
C -5.03156 6.75978 -2.50091
C 0.90468 1.79875 -1.73999
C 4.57034 -0.83713 5.64593
C 0.61363 0.23987 5.18098
C 3.82402 3.01445 3.60422
C -1.03690 5.61417 -2.09090
C -0.04991 -8.42097 0.46055
C -1.98097 9.42493 -4.09291
C 2.13455 -3.09118 -0.31805
C 0.70781 -0.40118 -2.48322
C 1.44955 -1.69931 -0.40447
C -3.17018 -5.85060 1.30566
C 1.93875 -0.92378 -1.66699
C -3.30726 -8.04764 -2.48396
H -3.85025 -7.91228 -3.41703
H 4.42313 3.62675 2.93339
H -0.02344 -1.22753 -2.49550
H 4.04240 -1.00356 6.58735
H -1.51249 9.47092 -3.10693
H 5.64183 -0.83178 5.84368
H -2.44176 -5.04148 1.24895
H 1.71279 -1.09086 0.47325
H -0.61967 -9.30673 0.16711
H -4.95243 7.78685 -2.13432
H 0.35932 -1.80642 -0.41107
H -2.56007 -8.83235 -2.62420
H 0.70193 -8.19662 -0.30073
H 0.12699 0.29725 4.20390
H -1.26157 4.76079 -2.72809
H 1.01316 -0.25888 -3.55424
H -1.44638 10.08879 -4.76943
H -3.01935 9.75841 -4.02294
H 2.45822 -3.42193 -1.30830
H -2.96318 -6.46786 2.18171
H -5.60922 6.17781 -1.78598
H 4.34075 -1.64573 4.95133
H 1.73593 1.61007 -1.02569
H -4.01176 -8.34550 -1.70340
H -4.16698 -5.42462 1.40696
H 2.79932 3.39161 3.60031
H 1.33798 2.20977 -2.68205
H 1.39218 -3.81495 0.06069
H -5.54664 6.75094 -3.46582
H 2.51785 -1.56358 -2.35238
H 0.02672 -0.40546 5.83231
H 0.03571 5.65450 -1.92097
H 0.45203 -8.62536 1.40384
H 2.61636 -0.13086 -1.33501
H 0.66290 1.23668 5.62663
H -1.53458 5.49075 -1.12920
H 3.07876 -2.40849 1.24432
H 4.23931 3.08219 4.61382
*
```

Energy: -76685.8767 eV

In the Löwdin picture, each atom carries the following charge in e: 0.59 0.61 0.64 -0.25 0.00 -0.23 -0.26 -0.27 -0.10 -0.26 -0.24 -0.23 -0.27 -0.19 -0.25 -0.23 -0.24 -0.27 -0.11 -0.08 -0.13 -0.39 -0.12 -0.13 -0.13 -0.10 -0.13 -0.13 -0.26 -0.37 -0.17 -0.11 -0.21 -0.13 0.09 0.09 0.09 0.08 0.08 0.08 0.09 0.09 0.08 0.08 0.10 0.08 0.09 0.09 0.09 0.08 0.08 0.08 0.10 0.08 0.08 0.08 0.08 0.08 0.09 0.08 0.10 0.09 0.08 0.09 0.08 0.09 0.08 0.08 0.08 0.08 0.04 0.08

3.
Density functional theory data (the ωB97M-V functional and the def2-TZVPD basis) for a cluster of 2 separate species, C8H17NO in total.

The geometry in ORCA input format:
```
! wB97M-V def2-TZVPD RIJCOSX def2/J DEFGRID3
* xyz 0 1
O -5.12648 -0.18234 0.88261
N -0.79008 -0.45721 -0.37533
C -4.28935 0.57696 0.47753
C 0.43349 1.47360 -0.91810
C 1.26932 -1.67582 1.20759
C 2.34413 0.57050 1.13157
C 1.60047 -0.48275 0.30356
C -3.69340 0.57993 -0.88396
C 0.33429 0.10725 -0.31167
C 2.49666 -0.96708 -0.84632
H 0.55905 -1.38927 1.98165
H 3.37611 -1.46561 -0.44414
H 0.49463 2.22151 -0.12981
H -3.67982 1.59008 -1.28608
H 0.85436 -2.50360 0.63490
H 2.68778 1.39514 0.51356
H 3.21523 0.11893 1.60232
H -3.86873 1.35892 1.14465
H -0.45496 1.66745 -1.51203
H -0.85596 -1.37817 0.04842
H 1.95970 -1.67176 -1.47864
H 1.31606 1.56422 -1.54537
H 2.82935 -0.13672 -1.46432
H -2.65245 0.24288 -0.79316
H 1.70021 0.96426 1.91562
H -4.23447 -0.08856 -1.54793
H 2.17482 -2.03276 1.69287
*
```

ΔE to the lowest compared entry with this formula, charge and spin: 34.3 kcal per mole
Structure (SMILES): [H]/N=C(/C)C(C)(C)C.CC=O
Energy: -12108.8810 eV

In the natural (NBO) picture, each atom carries the following charge in e: -0.53 -0.66 0.45 -0.68 -0.61 -0.60 -0.13 -0.76 0.37 -0.60 0.22 0.21 0.23 0.22 0.21 0.21 0.21 0.09 0.24 0.35 0.22 0.22 0.21 0.29 0.21 0.22 0.22

Ordered Kohn-Sham gap results: 5.8; 2.1; 10.0; unit eV.